DFT (ωB97M-V/def2-TZVPD) results for a structure of composition C50H91AlN11O2 in a non-equilibrium geometry.

```
155
Properties=species:S:1:pos:R:3:forces:R:3
Al -0.0222 0.0052 -0.2895 0.0650 -0.0503 0.0101
C 0.7411 -3.0472 -4.7092 0.4384 0.4540 0.0058
C -0.0536 -3.0563 -3.4065 -0.2837 0.3528 1.4714
C -0.3157 -4.4889 -2.8892 0.3463 -0.1691 -0.6838
O 0.4200 -2.1746 -2.4269 0.4510 -0.6718 -0.5088
H 0.3005 -3.6919 -5.4697 -0.1494 -0.0239 0.0785
H 1.7760 -3.3615 -4.5735 0.0764 -0.1249 0.1970
H 0.7717 -2.0259 -5.0887 0.0030 0.0257 -0.0809
H -1.0368 -2.6860 -3.6968 -0.7064 0.3779 -0.0920
H -0.7635 -5.0796 -3.6884 -0.4591 0.1258 -0.1513
H -0.9569 -4.5502 -2.0099 0.2359 0.2276 0.0588
H 0.6194 -5.0344 -2.7621 0.2403 0.1945 0.5938
C -2.0694 4.2289 1.3485 0.2458 0.7169 -0.0950
C -1.2229 3.3998 2.3142 -0.5056 -1.8373 -1.1178
C -2.0415 3.0056 3.5333 -0.0737 -0.1177 0.2812
O -0.5306 2.3402 1.7142 0.2744 0.4885 0.4258
H -1.5134 4.6236 0.4981 0.2982 -0.2777 0.0496
H -2.3702 5.1139 1.9092 -0.4769 0.0226 -0.0165
H -2.9280 3.6977 0.9377 -0.0054 -0.1420 0.2514
H -0.4626 4.0748 2.7072 0.7630 0.3353 -0.0590
H -1.4610 2.3640 4.1962 0.0998 0.0032 0.0023
H -2.9598 2.4680 3.2971 0.0484 -0.0151 -0.2116
H -2.3192 3.9082 4.0776 -0.0778 0.0209 0.1473
C -2.0999 4.5727 -4.6945 -0.4706 -0.7027 -1.0323
C -0.9082 4.8761 -3.8609 0.2801 0.2152 1.7121
C -1.1573 4.7193 -2.3148 -0.3854 -0.2239 -0.3204
C -1.5497 3.3721 -1.8584 -1.1682 -4.1024 0.5634
N -1.9035 2.2892 -1.5151 1.4759 4.0689 -1.1228
H -1.8281 4.6619 -5.7463 0.0782 -0.1202 -0.1416
H -2.8898 5.3144 -4.5756 -0.1246 -0.1467 0.3781
H -2.4819 3.5616 -4.5535 -0.1985 0.0183 0.1192
H -0.7252 5.9246 -4.0960 0.6735 0.0711 0.5280
H -0.0141 4.2804 -4.0448 -0.1272 -0.0097 -0.5301
H -2.0014 5.3352 -2.0046 0.1101 0.3945 0.0497
H -0.2750 4.9626 -1.7229 0.0573 0.2714 -0.1146
C 2.5656 6.4703 -0.5623 0.4359 0.0276 0.4089
C 3.2914 5.7516 0.5897 -0.7926 0.3754 -0.7617
C 2.4524 4.5460 1.0615 1.0274 -0.1894 0.3204
C 1.9419 3.6650 0.0385 -0.8767 -1.6932 -2.4221
N 1.5556 2.9042 -0.7590 0.5054 1.5509 1.4535
H 1.5957 6.8142 -0.2028 -0.0760 0.1510 -0.0746
H 2.3911 5.8076 -1.4099 0.1048 -0.0295 -0.0213
H 3.1525 7.3277 -0.8918 -0.1556 0.0367 -0.1022
H 3.4468 6.4637 1.4001 -0.2670 -0.1733 0.2472
H 4.3057 5.4726 0.3040 -0.1378 -0.4076 -0.1853
H 1.5814 4.8054 1.6634 0.2252 0.2320 0.3191
H 3.1427 3.8875 1.5887 -0.2495 -0.0347 0.7597
C 2.0528 3.9336 6.5518 -0.3850 0.1846 0.3455
C 1.3664 3.4708 5.2915 0.8657 -0.0472 -0.8317
C 2.0516 2.2521 4.6060 0.4402 0.9108 0.4302
C 3.4511 2.5388 4.1893 0.7611 0.7012 -0.2032
N 4.5368 2.8266 3.8913 -1.4928 -0.4956 0.3384
H 3.0873 4.2538 6.4279 -0.0448 -0.0788 -0.1761
H 2.0106 3.1559 7.3145 0.1006 -0.0105 0.1085
H 1.4636 4.7795 6.9060 0.2425 0.1017 0.3267
H 1.3768 4.2842 4.5659 -0.1532 0.1356 -0.0823
H 0.3207 3.2609 5.5161 0.0128 -0.3020 -0.1549
H 1.4891 1.9910 3.7095 -0.0030 -0.5943 0.0625
H 2.1484 1.4877 5.3769 -0.3102 -0.5132 -0.3802
C 3.2828 -5.6069 1.0536 -0.2703 -1.4423 1.0361
C 2.8239 -5.6034 -0.3857 -0.0553 0.7689 0.0253
C 3.2037 -4.2890 -1.0908 0.2338 -0.6061 -0.7469
C 2.7600 -3.0927 -0.4021 0.3213 -1.2224 -0.4001
N 2.3570 -2.1893 0.1545 -0.6898 1.5014 0.7430
H 2.8772 -6.5346 1.4572 -0.1792 -0.0946 0.3667
H 2.9253 -4.8238 1.7222 -0.1043 0.2967 -0.4536
H 4.3450 -5.7560 1.2475 0.2304 0.4398 -0.5510
H 1.7461 -5.7543 -0.4467 -0.1663 0.2776 0.1903
H 3.2195 -6.4872 -0.8863 0.3705 0.2790 -0.2607
H 2.7788 -4.2131 -2.0917 -0.1078 -0.1928 -0.1182
H 4.2834 -4.2553 -1.2368 0.0940 0.1193 0.1734
C -2.4893 -0.8194 5.2915 -0.2387 0.0894 -0.9432
C -1.1450 -1.4725 5.6527 -0.5550 0.8976 0.1982
C 0.0837 -0.6762 5.1243 -0.5696 -0.7094 0.1479
C 0.2574 -0.8381 3.6853 0.3554 0.1090 -0.6473
N 0.4706 -0.9786 2.5630 -0.4326 0.2613 0.1312
H -2.7872 -0.9260 4.2485 0.4686 -0.2863 -0.3814
H -2.4768 0.2650 5.4010 0.0764 0.0591 0.5326
H -3.3537 -1.2399 5.8053 0.2600 0.0195 0.5029
H -1.1436 -2.5121 5.3251 0.2593 0.0445 0.0079
H -1.1051 -1.4462 6.7417 0.2890 -0.2389 0.0483
H 0.9989 -1.0274 5.6010 0.0312 -0.0730 0.0221
H -0.0055 0.3840 5.3609 -0.1503 0.0247 -0.0461
C -5.9254 -0.9737 3.5343 -0.1842 -0.1791 -0.8422
C -5.5612 0.5004 3.4621 0.6723 -0.4807 1.1752
C -5.0390 1.0276 2.1096 0.3842 -1.0430 0.5562
C -3.8260 0.3005 1.5955 1.5124 -1.1838 -0.4232
N -2.8867 -0.2882 1.2079 -2.2918 1.5898 0.9608
H -6.3466 -1.2957 4.4867 0.0912 0.2927 0.0708
H -5.0663 -1.6079 3.3156 0.1118 -0.0085 0.0245
H -6.6700 -1.1881 2.7676 -0.1526 -0.1869 -0.0457
H -4.7962 0.6566 4.2227 0.3281 0.1781 -0.0307
H -6.3892 1.0917 3.8532 -0.1673 0.2377 -0.5932
H -4.7401 2.0557 2.3144 -0.2982 0.1458 -0.7354
H -5.8370 0.8745 1.3831 0.1482 0.5975 -0.2650
C -4.6791 -3.6813 -0.7252 0.4463 -0.2143 -0.4883
C -5.1767 -3.3320 -2.1231 -0.8210 1.0118 0.7103
C -4.1300 -2.7039 -3.0402 0.4805 -0.4590 -0.0498
C -3.3546 -1.5592 -2.4619 0.1697 0.0560 0.1044
N -2.7170 -0.6913 -2.0324 -0.6824 -1.1529 -0.4428
H -5.4013 -4.3356 -0.2369 0.0267 0.2221 0.2283
H -4.3893 -2.8358 -0.1013 -0.2420 0.0963 -0.0442
H -3.7697 -4.2607 -0.8850 0.1963 -0.2243 0.2831
H -5.9910 -2.6078 -2.0991 -0.2628 -0.0379 0.3733
H -5.6299 -4.2460 -2.5069 0.3694 0.0956 -0.6574
H -4.5833 -2.4113 -3.9873 -0.0060 0.2860 0.0718
H -3.4481 -3.5133 -3.3008 0.5508 0.2279 -0.0122
C 5.6476 2.2228 -0.8669 -0.3346 -0.0895 1.0073
C 6.0500 1.8125 0.5741 -0.3016 0.2545 -0.0135
C 5.3394 0.5251 1.1200 1.1135 0.3589 -0.6926
C 3.9127 0.7569 1.2120 -1.8552 0.0177 0.5119
N 2.7661 0.8998 1.3020 1.2630 -0.0501 -0.0384
H 6.1484 3.1632 -1.0968 -0.0297 -0.0722 -0.2328
H 4.5685 2.3680 -0.9176 -0.0932 0.1553 -0.0309
H 5.8640 1.4702 -1.6252 0.3490 -0.0543 0.1128
H 5.7990 2.5915 1.2941 -0.5579 0.2873 -0.1632
H 7.1333 1.8873 0.6693 0.1808 -1.1209 -0.0816
H 5.7405 0.2006 2.0802 -0.1298 0.3342 0.1832
H 5.4708 -0.3456 0.4777 0.0541 0.0416 -0.3384
C 5.2938 -2.2027 -3.0991 0.7383 0.4815 -0.7225
C 5.1762 -1.0214 -4.1202 -0.8890 -0.1141 1.0048
C 3.7338 -0.3885 -3.9912 1.1058 -0.1197 -1.5213
C 3.2612 -0.0300 -2.6792 0.7031 -0.7685 -1.2924
N 2.8537 0.2664 -1.6660 -0.9356 0.4132 1.8448
H 6.0867 -2.8774 -3.4217 -0.0866 -0.1710 -0.0729
H 4.3636 -2.7638 -3.0097 -0.0031 0.0988 -0.2294
H 5.5891 -1.8997 -2.0946 -0.2058 0.3746 -0.0018
H 5.3409 -1.3493 -5.1465 -0.5441 -0.3732 -0.0121
H 5.9676 -0.2760 -4.0417 -0.0890 0.1088 0.7103
H 3.0475 -1.0913 -4.4637 -0.2501 -0.0775 0.3314
H 3.6484 0.5177 -4.5908 0.1474 0.1015 -0.1332
C -3.3774 -4.3215 2.8575 1.1149 -0.3221 -0.7939
C -2.8592 -5.5894 2.1166 -1.0866 0.4975 -0.9032
C -1.4637 -5.4367 1.4565 0.2522 0.1977 0.5868
C -1.1469 -4.0936 0.9464 0.6482 4.2645 -1.3587
N -0.8982 -3.0082 0.5281 -0.9767 -4.1036 1.5449
H -3.5857 -3.4774 2.2001 -0.2073 -0.2336 -0.3877
H -2.4979 -3.9603 3.3906 -0.3323 0.0720 0.8744
H -4.2615 -4.5184 3.4638 0.3389 -0.0253 0.1825
H -3.5283 -5.8667 1.3021 -0.3247 0.2035 -0.0299
H -2.9372 -6.4481 2.7834 0.6415 0.0375 0.0863
H -1.2907 -6.0855 0.5978 -0.2837 -0.3762 0.1533
H -0.7078 -5.6857 2.2012 0.2450 0.0625 -0.0531
C -2.9090 0.3233 -5.5585 -0.3736 -0.2635 0.1517
C -1.7429 -0.4662 -6.1170 0.6604 1.0324 0.2937
C -0.4571 0.4551 -6.0523 -0.6655 -0.5679 0.1983
C -0.0380 0.7563 -4.6661 0.4682 -0.3402 0.8744
N 0.2948 0.9757 -3.5770 -0.4794 -0.2206 -1.2610
H -3.8130 -0.2827 -5.4975 -0.1116 0.0022 -0.2399
H -3.0819 1.1601 -6.2353 -0.2491 0.1443 0.1964
H -2.7494 0.6782 -4.5404 0.2631 0.1424 -0.0245
H -1.9709 -0.7153 -7.1534 0.3056 0.0148 -0.0857
H -1.5696 -1.4038 -5.5889 0.1116 0.0719 0.1175
H -0.6525 1.4419 -6.4720 -0.2230 -0.0975 -0.3891
H 0.3425 -0.0043 -6.6335 0.2383 0.1132 0.2615
```
Forces are in eV/Å.

Output
Net charge: +1
Molar mass, g mol⁻¹: 905.335
Electronic energy, Ha: -2954.41701
HOMO-LUMO gap, eV: 3.2
Relative energy (zero: lowest compared OMol25 entry of this formula, charge and spin), eV: 0.000